No. 1
Molecular formula: C48H57IInNOP2Si
Method: DFT, the ωB97M-V functional and the def2-TZVPD basis

Total charge = 0
Highest occupied orbital energy = -0.30600 Ha
Orbital gap = 8.49 eV

```
112
Properties=species:S:1:pos:R:3:forces:R:3:mulliken_charge:R:1
In -0.014724 -0.874027 0.621011 -0.06 0.31 -0.01 1.447
I -0.343354 -3.395532 1.620129 0.09 0.10 -0.16 -0.564
C 2.615510 -2.202449 4.439289 -0.09 0.24 -0.17 -1.767
C 3.590966 -1.702365 3.373491 -0.05 0.35 0.03 2.347
C 4.929822 -1.379907 4.037636 -0.09 0.09 -0.12 -1.858
C 3.826384 -2.799828 2.338072 -0.23 0.28 -0.14 -1.554
Si 2.877668 -0.137908 2.483591 0.87 0.05 0.83 -1.246
O 1.896413 -0.578565 1.303327 -1.34 -0.14 -0.78 0.632
C 4.379051 0.794009 1.763535 -0.54 -0.19 0.33 0.932
C 4.894721 1.932712 2.373455 -0.08 0.00 0.09 -0.662
C 6.093545 2.486142 1.960379 0.16 0.15 0.06 -0.667
C 6.794074 1.924002 0.907925 0.07 0.08 -0.02 -0.630
C 6.275538 0.816523 0.260558 0.11 -0.07 -0.17 -0.922
C 5.086032 0.260352 0.692777 0.00 -0.15 -0.05 0.106
C 2.050342 1.040013 3.728909 0.22 -0.45 -0.36 0.598
C 0.784620 1.559417 3.493229 -0.19 -0.12 -0.39 -0.110
C 0.195860 2.464642 4.359819 -0.18 0.09 0.09 -0.880
C 0.863535 2.850326 5.510486 -0.08 0.02 0.01 -0.590
C 2.116585 2.327289 5.780742 0.04 0.04 0.13 -0.861
C 2.698341 1.439313 4.894566 0.09 -0.05 0.13 -0.031
H 2.915554 -3.180942 4.812417 0.09 -0.17 0.06 0.521
H 1.608941 -2.294990 4.035284 -0.17 -0.08 0.02 0.207
H 2.583690 -1.513503 5.281438 -0.09 0.05 0.12 0.339
H 5.338865 -2.269516 4.516396 0.06 -0.16 0.08 0.561
H 4.818050 -0.617199 4.804189 0.09 0.09 0.14 0.278
H 5.649319 -1.020935 3.303897 0.16 0.02 0.01 0.301
H 4.194328 -3.709245 2.810984 0.11 -0.12 0.13 0.537
H 4.561772 -2.470472 1.607909 0.16 -0.08 -0.19 0.290
H 2.906380 -3.040185 1.812158 -0.11 -0.10 -0.11 0.090
H 4.357142 2.382381 3.195974 0.01 0.09 0.07 0.433
H 6.497051 3.346805 2.475321 0.00 0.10 0.01 0.413
H 7.740702 2.342269 0.599025 0.07 0.06 -0.05 0.370
H 6.807172 0.373762 -0.570945 0.05 -0.03 -0.04 0.444
H 4.712057 -0.626814 0.206350 -0.07 -0.16 -0.16 0.401
H 0.236518 1.243467 2.605708 -0.01 0.16 0.09 0.082
H -0.786730 2.864499 4.146020 -0.04 -0.03 -0.02 0.452
H 0.405649 3.540969 6.204219 -0.04 0.07 0.01 0.378
H 2.636849 2.609001 6.686658 0.03 0.02 0.02 0.447
H 3.675706 1.043001 5.122976 0.14 0.00 0.06 0.170
C 2.252239 -0.655460 -4.290273 -0.11 -0.01 0.13 -1.704
C 1.742492 -1.053593 -2.908642 -0.08 0.24 0.12 2.209
C 0.944008 -2.355708 -3.012980 -0.07 0.18 0.10 -1.764
C 2.913385 -1.256820 -1.952585 -0.17 0.02 0.02 -2.199
P 0.526926 0.148394 -2.092682 0.50 0.01 -0.60 1.061
C -0.709023 0.316630 -3.456921 -0.09 -0.22 0.49 0.522
C -0.534198 1.083157 -4.608082 0.01 0.07 0.02 -0.525
C -1.479458 1.063478 -5.618193 0.05 0.07 -0.11 -0.873
C -2.604360 0.262872 -5.519422 -0.09 -0.12 0.09 -1.034
C -2.799425 -0.492579 -4.378456 0.03 -0.07 -0.14 -0.483
C -1.865912 -0.449313 -3.357607 0.08 0.06 0.14 -0.218
C 1.197544 1.904722 -1.838576 -0.10 -0.18 0.12 2.803
C 2.249841 2.439267 -2.810613 -0.17 -0.18 0.00 -1.777
C -0.054814 2.785149 -1.809447 -0.03 -0.13 -0.07 -2.191
C 1.818281 1.917973 -0.442573 0.00 -0.15 -0.04 -2.236
H 2.834389 -1.480166 -4.701542 0.07 -0.09 -0.05 0.497
H 2.902636 0.211998 -4.236991 0.06 0.12 -0.04 0.298
H 1.433364 -0.447231 -4.975088 0.01 -0.03 -0.10 0.306
H 1.573207 -3.153152 -3.402074 0.14 -0.08 -0.06 0.607
H 0.087636 -2.234890 -3.674974 -0.06 -0.11 -0.02 0.324
H 0.590561 -2.661846 -2.025714 -0.06 -0.15 0.02 0.188
H 3.452410 -2.165231 -2.220087 0.11 -0.07 -0.05 0.659
H 2.561862 -1.363928 -0.924592 0.16 -0.02 0.10 0.209
H 3.605130 -0.418354 -2.003950 0.09 0.09 0.11 0.329
H 0.331429 1.711666 -4.733375 0.11 0.04 0.03 0.202
H -1.333611 1.674021 -6.496273 0.06 0.07 -0.10 0.482
H -3.331229 0.234854 -6.317210 -0.05 0.03 -0.09 0.431
H -3.680066 -1.111029 -4.276919 -0.03 -0.04 0.02 0.563
H -2.051797 -1.006245 -2.452310 0.05 -0.03 -0.08 -0.086
H 1.992811 2.303464 -3.856425 0.04 0.00 -0.08 0.216
H 3.213052 1.973404 -2.613363 0.12 -0.07 -0.11 0.350
H 2.363148 3.509377 -2.635662 0.03 0.09 0.05 0.488
H -0.471443 2.952978 -2.800317 -0.04 0.04 -0.01 0.367
H 0.183980 3.748683 -1.362830 0.10 0.13 0.05 0.617
H -0.816802 2.305865 -1.193520 -0.12 0.06 0.04 0.417
H 2.613190 1.179193 -0.359834 0.02 0.03 0.11 0.089
H 1.066749 1.700755 0.320270 0.08 0.11 0.03 -0.091
H 2.246347 2.898457 -0.229262 -0.02 0.10 0.00 0.796
N -1.742152 0.217102 0.467451 0.80 -0.76 0.12 -0.014
P -3.166473 -0.321636 0.152848 -0.75 0.27 0.25 0.947
C -3.916964 0.794876 -1.084675 0.10 -0.27 0.19 0.493
C -3.537461 2.125611 -0.967823 0.00 0.07 0.13 -0.782
C -3.987055 3.064975 -1.874568 0.02 0.07 -0.04 -0.758
C -4.811870 2.674589 -2.917207 -0.04 0.00 -0.03 -0.668
C -5.200593 1.351586 -3.031109 -0.11 -0.01 -0.07 -0.659
C -4.758444 0.410231 -2.117870 -0.13 0.02 0.25 -0.341
C -3.562166 -2.009511 -0.470090 0.21 0.35 0.07 0.882
C -4.876849 -2.459542 -0.374680 -0.04 0.01 0.01 -0.574
C -5.222953 -3.711131 -0.847457 -0.12 0.01 -0.01 -0.771
C -4.262471 -4.529636 -1.418781 0.08 -0.03 0.00 -0.717
C -2.953994 -4.090943 -1.517345 0.02 -0.07 -0.10 -1.147
C -2.611989 -2.835202 -1.047253 0.09 0.13 0.02 0.503
C -4.349916 -0.278188 1.553128 0.30 0.11 -0.29 0.023
C -5.364080 0.666748 1.632392 0.17 -0.06 -0.15 -0.113
C -6.316591 0.569434 2.631015 -0.14 0.02 0.08 -0.795
C -6.258980 -0.469642 3.543999 -0.05 0.05 0.05 -0.508
C -5.223774 -1.391300 3.492196 0.04 -0.09 0.03 -0.692
C -4.263774 -1.289806 2.504480 0.10 0.02 -0.07 -0.237
H -2.890262 2.396939 -0.144717 0.09 0.12 -0.04 0.552
H -3.691921 4.097406 -1.773407 0.05 0.15 0.01 0.461
H -5.153632 3.401192 -3.637733 -0.05 0.09 -0.09 0.412
H -5.844428 1.045241 -3.841920 -0.07 -0.02 -0.10 0.424
H -5.073239 -0.619343 -2.211616 0.02 -0.07 -0.04 0.529
H -5.626787 -1.827572 0.080208 -0.08 -0.03 0.01 0.526
H -6.243349 -4.052054 -0.761574 -0.11 -0.03 0.00 0.448
H -4.532823 -5.510777 -1.777595 -0.02 -0.11 -0.04 0.434
H -2.197899 -4.729489 -1.948941 0.08 -0.05 -0.03 0.512
H -1.586400 -2.496934 -1.121294 0.00 -0.12 -0.03 -0.626
H -5.418759 1.456609 0.894800 -0.08 0.01 0.01 0.396
H -7.121382 1.288146 2.674347 -0.07 0.07 0.05 0.410
H -7.025669 -0.564879 4.296370 -0.09 0.00 0.13 0.394
H -5.181230 -2.206849 4.198818 0.01 -0.02 0.11 0.439
H -3.458090 -2.013571 2.435798 -0.03 -0.06 0.06 0.332
```
Forces are in eV/Å.

---

No. 2
Molecular formula: C48H59BF10N9OV
Method: DFT, the ωB97M-V functional and the def2-TZVPD basis

Total charge = 0
<S²> = 2.09
Spin multiplicity = 3
Highest occupied orbital energy (alpha / beta) = -0.28409 / -0.27204 Ha
Orbital gap (alpha / beta) = 7.83 / 7.53 eV

```
129
Properties=species:S:1:pos:R:3:forces:R:3:lowdin_spin:R:1
V -0.396015 -0.424502 0.207725 0.15 -0.44 0.05 2.109
C -2.293441 0.090007 2.573436 0.00 0.17 -0.18 0.001
C -1.673446 1.400100 3.055904 -0.04 -0.13 -0.10 0.001
C -2.743632 2.361784 3.579567 -0.06 -0.06 0.00 0.000
C -0.881485 2.059043 1.968340 -0.21 0.24 -0.17 0.004
C -0.351020 3.356852 1.919604 0.20 -0.05 0.28 0.000
C 0.302279 3.457513 0.710996 -0.35 0.07 0.10 0.007
C 1.155970 4.609903 0.266425 -0.12 0.08 -0.21 0.001
C 0.301681 5.830560 -0.100308 0.03 0.01 -0.03 0.000
C 2.114742 4.261787 -0.866712 0.01 -0.03 0.05 0.000
N 0.088496 2.307466 0.025070 -0.14 -0.03 -0.23 0.013
N -0.624316 1.454562 0.821088 0.24 1.29 0.49 -0.002
B -0.306864 2.157142 -1.493240 -0.19 -0.07 0.05 0.004
N 0.549841 1.156028 -2.291706 0.20 0.19 0.19 0.004
N 0.506633 -0.168641 -1.915163 0.14 0.35 0.02 -0.002
C 0.993850 -0.863349 -2.951052 -0.02 0.02 -0.20 0.004
C 1.361417 0.013323 -3.975213 0.12 -0.12 -0.05 0.001
C 1.066636 1.284022 -3.536788 -0.13 -0.15 -0.05 0.004
C 1.334537 2.498538 -4.408014 -0.02 0.10 0.25 0.001
C 0.286487 3.615510 -4.430357 0.03 -0.05 -0.02 0.000
C 2.750282 3.048014 -4.181364 0.00 -0.07 -0.03 0.000
C 1.008195 -2.357043 -3.142741 -0.04 0.04 -0.12 0.001
C 2.232111 -2.809693 -3.940509 0.01 -0.05 -0.03 0.000
C -0.279624 -2.785947 -3.862425 0.00 -0.04 -0.01 0.001
N -1.767932 1.577035 -1.499925 0.18 -0.03 0.03 0.002
N -2.035849 0.323181 -0.998260 -0.35 0.39 -0.28 -0.006
C -3.352457 0.149761 -1.106760 -0.03 0.09 -0.09 0.007
C -3.942220 1.279856 -1.687491 -0.11 0.00 0.03 0.001
C -2.905549 2.170275 -1.902914 0.01 -0.12 0.08 0.006
C -2.984467 3.601714 -2.349237 -0.07 0.02 0.05 0.001
C -4.182131 3.834779 -3.269056 0.00 -0.01 0.01 0.000
C -3.060256 4.505886 -1.109461 0.00 0.00 -0.01 0.000
C -4.047913 -1.107215 -0.683868 -0.08 0.02 -0.13 0.001
C -4.187872 -2.052789 -1.881528 0.01 -0.05 -0.01 0.000
C -5.413247 -0.817197 -0.061835 -0.04 -0.03 0.01 0.000
H -2.831731 -0.400972 3.385144 0.03 -0.06 -0.05 0.000
H -1.527105 -0.626478 2.240387 0.07 -0.06 0.18 0.001
H -2.984649 0.272345 1.748696 -0.08 -0.01 0.00 0.001
H -0.995923 1.166674 3.872716 0.04 -0.01 0.04 0.000
H -3.392587 2.699131 2.764635 0.03 -0.03 0.08 0.000
H -2.291485 3.240754 4.044572 -0.04 -0.05 -0.06 0.000
H -3.360825 1.863687 4.332620 0.04 0.06 -0.05 0.000
H -0.352264 4.093769 2.709966 0.03 -0.10 -0.06 0.000
H 1.751128 4.868654 1.144778 0.02 0.01 0.06 0.000
H -0.320684 5.610955 -0.974570 0.08 0.04 0.08 0.000
H 0.943882 6.683047 -0.342198 -0.06 -0.07 0.02 0.000
H -0.356732 6.116809 0.723556 0.03 -0.02 -0.07 0.000
H 1.581459 4.251589 -1.817359 0.08 -0.02 0.10 0.000
H 2.576909 3.281936 -0.715544 -0.02 0.08 -0.03 0.000
H 2.906754 5.010461 -0.932175 -0.03 -0.01 -0.02 0.000
H -0.288949 3.226890 -2.011240 -0.03 -0.14 0.10 0.000
H 1.786178 -0.242809 -4.935720 -0.07 0.02 0.14 0.000
H 1.334869 2.070653 -5.409580 -0.03 -0.07 -0.11 0.000
H 0.396721 4.301423 -3.588871 -0.05 -0.04 -0.09 0.000
H -0.727498 3.207100 -4.418251 0.09 0.05 -0.02 0.000
H 0.406119 4.197387 -5.347913 0.02 -0.03 0.05 0.000
H 2.868680 3.438906 -3.172472 0.03 -0.01 -0.06 0.000
H 2.958476 3.854493 -4.890749 -0.02 -0.05 0.06 0.000
H 3.494646 2.261729 -4.328601 -0.05 0.06 0.02 0.000
H 1.048666 -2.864748 -2.191171 0.06 0.02 0.10 0.000
H 2.168944 -2.485191 -4.982990 0.01 -0.02 0.07 0.000
H 2.289003 -3.901887 -3.937389 0.01 0.08 -0.02 0.000
H 3.156687 -2.419181 -3.512750 -0.05 -0.02 -0.02 0.000
H -0.294074 -2.385550 -4.880286 -0.02 -0.02 0.07 0.000
H -1.171625 -2.414792 -3.349169 0.06 -0.02 -0.05 0.000
H -0.340162 -3.877737 -3.919984 0.00 0.10 -0.01 0.000
H -4.988729 1.432853 -1.907276 0.14 -0.02 0.04 0.000
H -2.074920 3.851562 -2.894931 0.01 -0.03 0.00 0.000
H -5.123001 3.687780 -2.728729 0.08 0.01 -0.07 0.000
H -4.167335 3.152481 -4.122852 -0.01 0.06 0.06 0.000
H -4.170667 4.860221 -3.646610 -0.02 -0.07 0.04 0.000
H -3.974235 4.290762 -0.546015 0.08 0.03 -0.04 0.000
H -3.074597 5.561628 -1.400581 0.01 -0.10 0.03 0.000
H -2.206779 4.338637 -0.445776 -0.10 0.01 -0.05 0.000
H -3.427717 -1.588266 0.066672 0.06 -0.05 0.12 0.001
H -4.795018 -1.586169 -2.663812 0.05 -0.06 0.06 0.000
H -4.672531 -2.989722 -1.582966 0.06 0.11 -0.05 0.000
H -3.208149 -2.287377 -2.311052 -0.13 0.04 0.03 0.000
H -6.083205 -0.339427 -0.783730 0.05 -0.05 0.07 0.000
H -5.326935 -0.161978 0.808355 0.00 -0.01 -0.06 0.000
H -5.880617 -1.751675 0.262321 0.02 0.09 -0.03 0.000
C -1.799459 -3.313853 0.183864 0.10 0.01 -0.04 0.005
C -0.760733 -2.419531 -0.284413 -0.32 -0.28 -0.03 -0.072
N 0.412082 -2.238706 0.574176 0.83 -0.68 0.06 -0.047
C 0.326004 -2.805897 1.896762 0.05 0.18 -0.27 -0.012
C -0.731092 -3.489674 2.338497 -0.25 -0.34 -0.11 -0.011
C -1.848164 -3.766000 1.441328 0.03 -0.12 0.26 -0.047
C -0.793771 -4.039283 3.706266 -0.12 0.15 -0.09 0.000
C 0.147889 -4.584558 4.473083 0.18 -0.16 0.11 0.000
C 1.560201 -4.916268 4.168129 -0.10 0.06 -0.15 0.000
C 2.512073 -4.806141 5.174804 0.08 -0.02 0.12 0.000
C 3.824011 -5.094610 4.851338 0.03 -0.03 -0.13 0.000
N 4.183593 -5.524689 3.640626 -0.22 0.00 0.00 0.000
C 3.189171 -5.645746 2.762984 -0.02 0.09 0.17 0.000
N 1.905765 -5.349142 2.949224 0.05 0.00 0.00 -0.001
H -2.543381 -3.626596 -0.538640 0.02 0.09 0.03 0.002
H -0.549476 -2.493779 -1.338379 0.14 -0.03 0.08 0.002
H 1.214043 -2.679128 2.487250 0.06 0.13 -0.07 0.000
H -2.651196 -4.416084 1.776130 0.13 0.05 -0.03 -0.003
H -1.782727 -3.958621 4.153411 0.05 0.03 0.02 0.000
H -0.135775 -4.820049 5.497038 0.01 0.00 -0.10 0.000
H 2.238027 -4.477582 6.169616 0.02 0.02 -0.06 0.000
H 4.620794 -4.976054 5.579011 -0.05 -0.03 -0.01 0.000
H 3.458485 -6.033398 1.785501 -0.02 0.06 0.00 0.000
F 1.050132 2.019648 4.261734 0.25 -0.02 -0.10 0.000
C 2.159855 1.528220 3.667876 -0.05 -0.04 -0.14 0.000
F 3.186453 1.750854 4.510261 -0.20 -0.03 -0.14 0.000
F 2.386058 2.264086 2.569259 -0.03 -0.11 0.24 0.000
C 1.957276 0.010326 3.269768 0.03 -0.14 -0.23 0.000
O 1.168742 -0.126054 2.200145 0.19 0.02 0.45 0.005
C 3.410975 -0.565019 3.004718 -0.11 -0.03 0.00 0.000
F 4.185099 -0.644712 4.102349 -0.11 0.03 -0.14 0.000
F 4.060261 0.211030 2.115807 -0.07 -0.17 0.10 0.000
F 3.347074 -1.804428 2.480151 0.08 0.26 0.21 0.000
C 1.400901 -0.757098 4.563857 -0.06 0.09 -0.13 0.000
F 0.078764 -0.951487 4.460347 0.13 0.15 0.03 0.000
F 1.954071 -1.983967 4.701475 -0.13 0.24 -0.03 0.000
F 1.616612 -0.107924 5.724218 0.06 -0.17 -0.22 0.000
F 5.528613 -2.975021 -1.482037 0.11 -0.02 -0.03 0.000
C 4.301031 -2.788872 -0.968908 0.00 0.02 0.00 0.000
C 3.494101 -3.887705 -0.764921 -0.02 -0.17 0.03 0.000
C 2.224773 -3.678923 -0.253780 -0.26 -0.25 0.22 0.000
C 1.776912 -2.398725 0.037088 -0.12 -0.23 -0.04 0.001
C 2.620970 -1.315663 -0.149658 -0.06 -0.06 -0.06 0.005
C 3.892654 -1.509213 -0.665282 0.01 0.11 -0.04 0.001
H 3.860737 -4.880177 -0.998467 -0.03 0.07 0.01 0.000
H 1.565626 -4.522971 -0.064044 0.06 0.07 -0.02 0.000
H 2.324582 -0.323058 0.148339 -0.08 0.08 0.01 0.002
H 4.569529 -0.676379 -0.811247 -0.04 -0.05 0.02 0.000
```
Forces are in eV/Å.